Record 1
A structure of composition C10H13N6PdS2, computed with ωB97M-V with the def2-TZVPD basis set.

Results
**Charge**: -1
**Orbital gap**: 6.607 eV
**Energy above the lowest of the compared OMol25 structures with the same formula, charge and spin**: 0.0 kJ/mol
**Multiplicity**: 1

Geometry as XYZ:
```
32
Properties=species:S:1:pos:R:3:forces:R:3
Pd 0.15691 0.36988 2.03500 -0.24 -0.05 0.12
N -3.49786 -2.12170 3.03351 0.00 -0.01 -0.01
C -2.55682 -1.30254 2.44618 0.00 0.24 -0.17
S -0.90460 -1.64367 2.79653 -0.11 0.04 0.00
N -3.07712 -0.35467 1.69130 0.28 -0.10 0.10
N -2.15021 0.47627 1.12608 0.11 -0.09 0.05
C -2.63719 1.33390 0.31762 0.12 0.08 -0.06
C -1.79780 2.29529 -0.41557 -0.10 -0.01 0.04
C -2.41725 3.36171 -1.07402 0.04 0.00 0.04
C -1.63339 4.28271 -1.74336 -0.05 0.05 -0.03
C -0.25711 4.12320 -1.73499 0.01 -0.03 0.02
C 0.26673 3.02647 -1.06093 0.05 -0.02 0.01
N -0.47459 2.12563 -0.43476 -0.16 -0.04 -0.02
H -3.15359 -3.01254 3.34606 0.02 0.00 0.00
H -4.39760 -2.11711 2.57950 -0.01 0.01 0.00
H -3.71590 1.38469 0.16470 -0.01 -0.03 -0.01
H -3.49491 3.46251 -1.04130 -0.01 -0.01 0.00
H -2.08957 5.12092 -2.25701 0.00 -0.01 0.00
H 0.39531 4.82523 -2.23667 0.02 0.00 0.01
H 1.33836 2.85969 -1.01334 0.01 -0.01 -0.01
S 1.90920 1.93578 2.02847 -0.07 0.28 -0.18
C 1.92963 0.53674 3.02366 0.05 -0.29 0.09
N 1.83411 0.60965 4.44729 0.02 0.06 -0.01
C 1.79911 -0.76598 4.93490 0.01 -0.05 -0.03
C 2.61806 -1.53028 3.87284 -0.06 -0.04 0.05
N 2.82729 -0.55452 2.80444 0.11 0.04 -0.02
H 1.03133 1.16063 4.71465 -0.01 -0.01 0.00
H 0.77877 -1.15799 4.98053 0.00 -0.02 -0.02
H 2.25011 -0.84046 5.92670 0.00 0.02 0.00
H 2.06468 -2.40584 3.51961 -0.02 -0.01 0.05
H 3.57736 -1.86763 4.27478 -0.01 -0.01 -0.02
H 2.70506 -0.93113 1.87629 -0.01 0.03 0.01
```
Positions in Å, forces in eV/Å.



Record 2
A structure of composition C10H13N7O5PtS2Se, computed with ωB97M-V with the def2-TZVPD basis set.

Results
**Orbital gap (spin up / spin down)**: 8.296 / 7.109 eV
**Multiplicity**: 3

Geometry as XYZ:
```
39
Properties=species:S:1:pos:R:3:forces:R:3
Pt 0.66817 -0.31884 -0.46466 -0.16 0.26 0.17
N 3.32246 0.09856 -2.54741 0.08 0.03 0.04
C 3.64938 -0.09164 -1.25857 -0.04 0.00 -0.20
N 2.75812 -0.31673 -0.32102 0.03 0.09 0.13
C 3.33494 -0.46190 0.93044 0.18 -0.01 0.05
C 4.68307 -0.40833 0.93609 -0.19 -0.01 -0.04
S 5.27074 -0.11392 -0.66276 -0.03 -0.04 0.01
C 2.40300 -0.55644 2.05453 0.09 0.01 0.16
C 2.64723 -0.60633 3.38312 -0.08 -0.03 -0.14
S 1.15967 -0.50825 4.26211 0.08 0.02 -0.04
C 0.29351 -0.38735 2.76983 0.09 -0.04 -0.11
N 1.06616 -0.47627 1.72209 -0.10 -0.05 0.17
N -1.04692 -0.22726 2.69346 -0.12 0.02 0.01
H 2.39127 0.51086 -2.69294 0.02 0.00 0.00
H 4.04690 0.43995 -3.15674 -0.02 0.01 0.01
H 5.35382 -0.49228 1.77094 0.04 0.00 0.05
H 3.59034 -0.66029 3.89408 0.07 -0.01 0.04
H -1.52374 0.03844 3.53772 -0.02 0.00 0.01
H -1.39562 0.22812 1.85267 -0.03 -0.03 -0.04
C -4.90902 -0.18530 -0.79471 -0.10 0.01 0.04
N -3.54905 -0.58636 -1.02663 0.07 0.04 0.00
C -3.18682 -1.93281 -1.41468 0.01 -0.04 -0.01
C -1.67393 -1.91467 -1.23603 -0.03 -0.03 -0.14
O -0.89816 -2.81681 -1.47716 -0.09 0.03 0.02
N -1.33340 -0.68997 -0.75500 0.01 -0.19 0.02
C -2.45249 0.07362 -0.55368 0.11 -0.03 -0.02
N -2.37472 1.22704 0.03076 -0.05 0.03 0.06
H -5.54123 -0.59098 -1.58398 0.00 0.00 0.01
H -4.99506 0.89945 -0.83709 0.00 0.00 0.00
H -5.29128 -0.53443 0.17182 0.01 0.02 -0.02
H -3.45391 -2.15601 -2.44963 0.02 -0.01 0.02
H -3.63206 -2.69183 -0.76361 0.00 0.01 -0.01
H -0.85030 1.84056 -0.00719 -0.27 0.16 -0.07
H -3.26668 1.69936 0.10754 0.05 0.02 0.00
O 2.50583 2.70493 -0.75971 -0.16 0.14 -0.10
Se 0.99673 2.64554 -1.31290 0.47 -0.16 -0.40
O 0.15838 1.94519 0.08683 0.14 -0.18 0.26
O 0.78410 1.37389 -2.34740 0.03 0.11 -0.18
O 0.29057 3.99949 -1.78052 -0.13 -0.14 0.23
```
Positions in Å, forces in eV/Å.



Record 3
A cluster of 2 separate species, C10H13NO in total, computed with ωB97M-V with the def2-TZVPD basis set.

Results
**Orbital gap**: 8.719 eV
**Energy above the lowest of the compared OMol25 structures with the same formula, charge and spin**: 83.4 kJ/mol
**Multiplicity**: 1
**SMILES**: Cc1c[nH]c2ccccc12.CO

Geometry as XYZ:
```
25
Properties=species:S:1:pos:R:3:forces:R:3
C -1.72698 1.32857 -0.58081 -1.30 1.01 -0.65
C -1.54017 -0.11520 -0.31991 0.03 0.14 0.32
C -2.45666 -1.03075 0.09877 0.00 -0.08 -0.42
N -1.89896 -2.29702 0.07711 -0.17 0.31 0.25
C -0.57999 -2.18411 -0.30459 -0.41 -0.93 -1.27
C 0.25278 -3.26608 -0.72073 -0.54 1.05 0.83
C 1.50177 -2.90571 -1.11598 0.40 0.50 -0.20
C 1.86427 -1.53377 -1.15672 1.22 0.14 -0.09
C 1.01354 -0.48318 -0.97788 -1.84 -0.65 0.31
C -0.33479 -0.83038 -0.61186 1.25 -0.43 0.71
H -2.08444 1.43672 -1.61480 0.76 0.21 -0.16
H -0.87493 1.97013 -0.37051 0.35 -0.28 -0.33
H -2.55370 1.85626 -0.08738 0.02 -0.70 0.62
H -3.52509 -0.92245 0.20549 0.07 0.13 0.46
H -2.26419 -3.04453 0.64300 0.03 -0.12 -0.26
H -0.11487 -4.28201 -0.71471 0.08 -0.07 0.10
H 2.23184 -3.62826 -1.45335 -0.01 -0.11 0.12
H 2.91401 -1.28864 -1.29678 -0.08 -0.15 -0.37
H 1.30667 0.54729 -1.10689 0.16 0.04 0.03
C 1.14570 3.56538 1.92371 -1.51 -0.81 0.77
O 2.39162 3.33978 1.37195 1.92 -0.16 -0.54
H 0.43225 2.76948 1.64446 0.23 0.06 -0.16
H 1.07563 3.56389 3.01838 0.46 0.32 -0.06
H 0.71765 4.48925 1.53466 0.28 0.15 0.06
H 3.10703 2.94532 1.91536 -1.38 0.42 -0.08
```
Positions in Å, forces in eV/Å.



Record 4
A structure of composition C10H13NO2S, computed with ωB97M-V with the def2-TZVPD basis set.

Results
**Orbital gap**: 8.658 eV
**Energy above the lowest of the compared OMol25 structures with the same formula, charge and spin**: 217.3 kJ/mol
**Multiplicity**: 1

Geometry as XYZ:
```
27
Properties=species:S:1:pos:R:3:forces:R:3
C -3.02216 -0.56409 0.20038 4.20 -0.65 0.26
C -1.03295 -0.91852 0.32312 -4.50 0.16 -0.49
C -0.77979 1.48259 0.29038 -0.41 0.42 -0.16
C -3.71438 -1.65603 0.05255 -0.27 -0.05 -0.05
C 3.43494 -0.22529 0.14719 -0.27 -0.10 -0.57
C -3.23528 0.88543 0.27784 -0.17 0.23 -0.11
C -2.08752 1.59569 -0.45110 -0.19 0.22 0.13
C 4.35176 -0.65723 -0.96998 0.24 0.00 0.18
C 1.99264 0.00836 -0.26149 -0.12 0.05 0.50
C 1.07372 0.06097 0.95894 0.69 0.10 0.06
N -0.31926 0.19006 0.54359 0.49 -0.04 0.31
O -0.11738 2.44030 0.60724 0.03 -0.03 -0.08
O 3.81629 -0.07263 1.27811 0.06 0.01 0.24
S -0.57107 -2.44962 0.22989 0.28 -0.27 0.06
H -4.79125 -1.66542 -0.02384 -0.18 0.15 -0.01
H -3.21465 -2.61027 -0.00053 0.23 -0.20 0.02
H -4.19001 1.15862 -0.18166 0.01 0.02 0.08
H -3.25892 1.20706 1.32406 -0.05 0.03 -0.06
H -2.30327 2.65895 -0.56909 0.13 -0.12 0.03
H -1.95226 1.14866 -1.43854 -0.07 0.03 -0.04
H 4.87463 0.21686 -1.35671 -0.02 0.11 -0.07
H 5.10675 -1.32931 -0.57215 0.06 -0.07 0.01
H 3.80983 -1.13210 -1.78183 -0.01 -0.02 -0.08
H 1.67577 -0.78664 -0.93886 0.00 0.01 0.00
H 1.94399 0.95471 -0.80986 0.03 -0.01 -0.06
H 1.18680 -0.85845 1.53644 -0.14 0.18 -0.04
H 1.32304 0.91734 1.58595 -0.05 -0.17 -0.07
```
Positions in Å, forces in eV/Å.



Record 5
The molecule C10H13NO3, computed with ωB97M-V with the def2-TZVPD basis set.

Results
**Orbital gap**: 9.754 eV
**Energy above the lowest of the compared OMol25 structures with the same formula, charge and spin**: 323.6 kJ/mol
**Multiplicity**: 1
**SMILES**: CON(C)C(=O)COc1ccccc1

Geometry as XYZ:
```
27
Properties=species:S:1:pos:R:3:forces:R:3
C 1.67233 2.23934 -3.69002 0.72 0.13 0.31
O 0.33110 2.36593 -3.25476 -1.34 -0.68 1.39
N 0.01924 1.56613 -2.09150 0.01 -0.72 -0.07
C -0.85851 0.42558 -2.31465 -0.22 -0.60 -0.34
C 0.42317 1.93484 -0.82739 1.08 2.29 -1.13
O 1.06675 2.97625 -0.70290 -0.28 -0.81 0.34
C 0.04344 1.17431 0.44816 -0.41 -0.71 0.21
O 0.41411 -0.20761 0.39242 -0.10 -0.06 -0.77
C -0.02441 -1.02537 1.39730 0.01 0.27 1.59
C -0.01493 -0.59137 2.73693 -0.83 -1.29 0.13
C -0.49822 -1.43134 3.75567 0.47 -0.48 -0.69
C -0.91026 -2.73922 3.43671 0.04 0.09 0.27
C -0.83154 -3.20630 2.12562 0.42 1.48 0.46
C -0.39201 -2.33904 1.12642 -0.01 0.21 -0.32
H 2.30708 2.58868 -2.88553 0.38 0.23 0.02
H 1.81746 2.87561 -4.59015 -0.44 -0.41 0.67
H 1.95774 1.21289 -3.90738 -0.22 -0.23 -0.20
H -1.80819 0.46695 -1.76222 0.22 0.46 -0.03
H -1.12438 0.34912 -3.37550 0.28 0.19 0.27
H -0.38932 -0.51332 -1.99351 0.11 0.25 -0.23
H 0.55249 1.65552 1.28943 0.07 0.20 -0.50
H -1.04010 1.26299 0.64045 0.17 -0.05 -0.20
H 0.36518 0.35273 3.03247 0.24 0.83 -0.03
H -0.42157 -1.09253 4.79392 -0.27 -0.16 -0.42
H -1.26108 -3.44044 4.19934 0.15 0.43 -0.09
H -1.08337 -4.21948 1.92120 -0.19 -0.55 -0.32
H -0.31221 -2.64087 0.09946 -0.07 -0.31 -0.33
```
Positions in Å, forces in eV/Å.



Record 6
A structure of composition C10H13NO5Sr, computed with ωB97M-V with the def2-TZVPD basis set.

Results
**Charge**: +2
**Orbital gap**: 6.932 eV
**Multiplicity**: 1

Geometry as XYZ:
```
30
Properties=species:S:1:pos:R:3:forces:R:3
Sr -0.24354 0.71457 -0.90245 0.14 0.08 0.28
O -3.86983 -0.41478 -0.31667 3.92 1.45 -1.04
C -2.81938 -0.03285 -0.58747 -4.61 -1.64 1.13
C 2.32449 1.45535 -1.20309 4.78 1.11 0.10
O 3.44423 1.70909 -1.16629 -4.08 -0.91 -0.17
C -0.84947 3.14387 0.10157 -0.95 4.26 2.31
O -1.06673 4.13006 0.64961 0.79 -3.62 -2.04
C 0.26858 -1.57948 -2.23139 1.04 -4.42 -1.84
O 0.51598 -2.62379 -2.64179 -0.90 3.81 1.44
C -1.81935 2.55045 -5.59441 0.53 0.11 0.03
H -2.17751 1.57923 -5.95132 0.13 0.37 0.11
H -2.56265 3.22492 -5.15678 0.27 -0.24 -0.18
C -0.53859 2.92267 -5.74490 -0.49 -0.18 0.14
H -0.19104 3.91376 -5.43522 -0.14 -0.36 -0.13
H 0.19354 2.26840 -6.22961 -0.28 0.25 0.16
C 0.81969 -2.43327 3.96143 -0.08 -0.47 0.12
N 0.83485 -1.23408 3.10860 -0.45 -0.23 -0.85
C 1.42119 -0.02114 3.66189 0.26 0.48 0.29
C 0.33644 -1.20439 1.88142 0.54 0.87 0.59
C -0.27850 -2.41887 1.26630 -0.08 -0.50 0.19
O 0.39180 -0.10420 1.21359 -0.35 -0.75 -0.28
H 1.28518 -2.16255 4.91451 -0.20 -0.25 -0.31
H 1.38665 -3.25854 3.50624 -0.08 0.34 0.17
H -0.20697 -2.78054 4.14869 0.33 0.22 0.01
H 2.27896 0.31532 3.06669 -0.22 -0.14 0.12
H 0.68619 0.79196 3.70856 0.14 -0.25 -0.03
H 1.75677 -0.26110 4.67252 -0.02 0.27 -0.24
H -1.31895 -2.20943 0.98717 0.18 -0.01 0.09
H 0.27446 -2.70371 0.36205 -0.05 0.07 0.23
H -0.27651 -3.27694 1.95057 -0.07 0.26 -0.39
```
Positions in Å, forces in eV/Å.



Look up the multiplicity of the fifth one. 1



Copy entry 4 word for word.
A structure of composition C10H13NO2S, computed with ωB97M-V with the def2-TZVPD basis set.

Results
**Orbital gap**: 8.658 eV
**Energy above the lowest of the compared OMol25 structures with the same formula, charge and spin**: 217.3 kJ/mol
**Multiplicity**: 1

Geometry as XYZ:
```
27
Properties=species:S:1:pos:R:3:forces:R:3
C -3.02216 -0.56409 0.20038 4.20 -0.65 0.26
C -1.03295 -0.91852 0.32312 -4.50 0.16 -0.49
C -0.77979 1.48259 0.29038 -0.41 0.42 -0.16
C -3.71438 -1.65603 0.05255 -0.27 -0.05 -0.05
C 3.43494 -0.22529 0.14719 -0.27 -0.10 -0.57
C -3.23528 0.88543 0.27784 -0.17 0.23 -0.11
C -2.08752 1.59569 -0.45110 -0.19 0.22 0.13
C 4.35176 -0.65723 -0.96998 0.24 0.00 0.18
C 1.99264 0.00836 -0.26149 -0.12 0.05 0.50
C 1.07372 0.06097 0.95894 0.69 0.10 0.06
N -0.31926 0.19006 0.54359 0.49 -0.04 0.31
O -0.11738 2.44030 0.60724 0.03 -0.03 -0.08
O 3.81629 -0.07263 1.27811 0.06 0.01 0.24
S -0.57107 -2.44962 0.22989 0.28 -0.27 0.06
H -4.79125 -1.66542 -0.02384 -0.18 0.15 -0.01
H -3.21465 -2.61027 -0.00053 0.23 -0.20 0.02
H -4.19001 1.15862 -0.18166 0.01 0.02 0.08
H -3.25892 1.20706 1.32406 -0.05 0.03 -0.06
H -2.30327 2.65895 -0.56909 0.13 -0.12 0.03
H -1.95226 1.14866 -1.43854 -0.07 0.03 -0.04
H 4.87463 0.21686 -1.35671 -0.02 0.11 -0.07
H 5.10675 -1.32931 -0.57215 0.06 -0.07 0.01
H 3.80983 -1.13210 -1.78183 -0.01 -0.02 -0.08
H 1.67577 -0.78664 -0.93886 0.00 0.01 0.00
H 1.94399 0.95471 -0.80986 0.03 -0.01 -0.06
H 1.18680 -0.85845 1.53644 -0.14 0.18 -0.04
H 1.32304 0.91734 1.58595 -0.05 -0.17 -0.07
```
Positions in Å, forces in eV/Å.



The highest multiplicity belongs to which entry? C10H13N7O5PtS2Se